A structure of composition C10H8AuN2S3Sb. Source: OMol25; level of theory: the ωB97M-V functional and the def2-TZVPD basis.

Element x y z (Å)
Au (-1.48691, 0.09934, -1.42475)
C (2.80011, -0.10646, -2.28341)
C (3.34637, -0.19718, -1.01424)
C (2.50871, -0.27971, 0.08755)
C (1.13811, -0.24945, -0.10443)
N (0.62645, -0.11885, -1.34007)
C (1.42410, -0.06794, -2.40667)
C (0.14446, -0.42177, 0.98663)
C (0.48683, -0.48842, 2.32540)
C (-0.51401, -0.64064, 3.27414)
C (-1.83316, -0.72019, 2.86553)
C (-2.11035, -0.64920, 1.51215)
N (-1.14478, -0.51457, 0.60649)
H (3.42109, -0.05751, -3.16541)
H (4.41901, -0.21787, -0.87942)
H (2.92473, -0.38709, 1.07734)
H (0.93718, 0.02388, -3.36830)
H (1.51784, -0.41528, 2.63552)
H (-0.26004, -0.68861, 4.32412)
H (-2.64028, -0.83069, 3.57428)
H (-3.12119, -0.69379, 1.12759)
S (-3.19195, 3.78094, -1.13954)
Sb (-3.96946, 2.17090, -2.69341)
S (-3.76855, 0.12439, -1.39114)
S (-1.65430, 1.54577, -3.18596)

The net charge is +1. Its HOMO energy (alpha / beta) is -0.43647 / -0.42808 hartree. The calculation puts the largest force on an atom at 0.59 eV/A. The spin multiplicity is 2. For the HOMO-LUMO gap (alpha / beta), the calculation gives 7.35 / 6.53 eV. As for the expectation value of S²: 0.7554.

=====

A structure of composition C13H27ClFINbO2 in a non-equilibrium geometry. Source: OMol25; level of theory: the ωB97M-V functional and the def2-TZVPD basis.

Element x y z (Å)
C (-1.62803, 4.19324, 0.42012)
C (-0.03887, 4.44878, 0.15751)
C (0.88533, 3.11785, -0.06923)
C (0.38788, 1.78031, 0.78879)
C (0.64290, 2.19016, 2.37785)
Nb (1.51343, -0.14483, 0.17229)
F (2.54919, -0.23280, 2.05408)
I (3.66638, 1.30119, -0.98670)
C (2.70220, -2.06191, -0.40007)
C (1.74077, -3.27479, -0.93911)
C (2.73670, -4.45661, -1.57893)
Cl (3.86858, -5.18176, -0.25672)
C (-0.14727, -1.52394, 0.84552)
C (-1.37876, -0.85760, 1.67835)
C (-2.67128, -0.49743, 0.67793)
O (-3.20480, -1.76026, 0.15394)
C (-3.34600, -1.76436, -1.30548)
C (-2.25636, -1.25596, -2.41587)
O (-4.49607, -2.30060, -1.79556)
H (-1.83131, 3.90426, 1.55719)
H (-2.10986, 3.34548, -0.22622)
H (-2.19374, 5.20441, 0.23728)
H (0.45033, 5.12322, 1.00992)
H (0.03585, 5.08618, -0.84907)
H (0.99865, 2.88993, -1.23203)
H (1.94540, 3.39495, 0.41012)
H (-0.72990, 1.57417, 0.52186)
H (-0.34550, 2.75323, 2.71745)
H (0.75189, 1.26721, 3.09136)
H (1.51798, 2.98918, 2.50794)
H (0.70511, -0.08763, -1.48292)
H (3.37594, -2.44808, 0.48658)
H (3.37948, -1.74369, -1.33061)
H (0.94368, -2.95360, -1.74513)
H (1.20565, -3.79603, -0.02346)
H (2.13170, -5.28026, -2.15104)
H (3.45847, -3.89235, -2.31882)
H (0.32734, -2.36030, 1.55297)
H (-0.62661, -2.04881, -0.11289)
H (-1.80522, -1.71702, 2.39118)
H (-1.09972, 0.02637, 2.39133)
H (-3.53022, -0.03739, 1.36836)
H (-2.41891, 0.31618, -0.12162)
H (-1.65922, -2.11023, -2.95640)
H (-2.87520, -0.70772, -3.27750)
H (-1.52796, -0.41034, -1.99455)

The net charge is -1. Its HOMO energy is -0.17706 hartree. The calculation puts the largest force on an atom at 8.57 eV/A. For the HOMO-LUMO gap, the calculation gives 6.60 eV.

=====

A structure of composition C17H51AgBF4N9O7 in a non-equilibrium geometry. Source: OMol25; level of theory: the ωB97M-V functional and the def2-TZVPD basis.

Element x y z (Å)
Ag (1.15025, 2.04161, 3.01353)
B (0.96187, 0.75844, -0.55103)
F (0.99022, -0.47757, -1.19463)
F (1.86959, 1.64861, -1.16751)
F (-0.34781, 1.26932, -0.69891)
F (1.29883, 0.57754, 0.78286)
C (5.76487, -4.24036, 2.85436)
C (5.56209, -2.92044, 3.59564)
C (4.76093, -1.82535, 2.90204)
O (5.41047, -1.26536, 1.76797)
C (4.63183, -0.22309, 1.11886)
N (4.97509, -3.20103, 4.93817)
H (4.82652, -4.70200, 2.54165)
H (6.31465, -4.86347, 3.56343)
H (6.41148, -4.21466, 1.97468)
H (6.53721, -2.51480, 3.87839)
H (4.50870, -0.98313, 3.55788)
H (3.76900, -2.24178, 2.67445)
H (5.21119, 0.08040, 0.25458)
H (4.35861, 0.53147, 1.86288)
H (3.65729, -0.63430, 0.83927)
H (5.65033, -3.86614, 5.31135)
H (4.21507, -3.87000, 4.80235)
C (-3.15806, 0.92803, 1.12803)
C (-4.37908, 1.78799, 0.87949)
C (-5.49129, 1.66894, 1.91478)
O (-5.75513, 0.36162, 2.39700)
C (-6.97076, 0.22139, 3.06908)
N (-3.97268, 3.20461, 0.81397)
H (-2.70671, 0.97690, 2.12038)
H (-2.48124, 1.03081, 0.28152)
H (-3.40531, -0.13970, 1.07782)
H (-4.83684, 1.52389, -0.07638)
H (-6.43660, 2.11141, 1.58636)
H (-5.21657, 2.26374, 2.79833)
H (-7.14207, 1.04150, 3.78346)
H (-7.03251, -0.69311, 3.65150)
H (-7.86820, 0.38849, 2.46126)
H (-3.01946, 3.26977, 0.47352)
H (-3.83409, 3.47795, 1.78584)
C (-2.30075, -4.01911, -5.06545)
C (-1.32113, -3.73735, -3.93983)
C (-1.91132, -2.65126, -2.95976)
O (-1.33514, -2.78519, -1.66361)
C (-1.97291, -1.95057, -0.68236)
N (-1.12421, -4.99304, -3.18602)
H (-2.21663, -5.00491, -5.51557)
H (-1.94499, -3.32010, -5.83580)
H (-3.32739, -3.67949, -4.93167)
H (-0.31135, -3.50477, -4.28105)
H (-2.99593, -2.75463, -2.85862)
H (-1.76230, -1.69725, -3.47658)
H (-2.89992, -2.49756, -0.48862)
H (-2.13808, -0.90584, -0.93311)
H (-1.39499, -2.03661, 0.23642)
H (-0.83343, -4.52730, -2.32709)
H (-1.98305, -5.47294, -2.93987)
C (-0.04455, 2.47316, -4.07477)
C (-0.93476, 1.22235, -4.17875)
O (-1.84495, 1.10034, -3.11013)
H (0.25221, 2.83737, -5.06102)
H (0.95042, 2.25553, -3.67803)
H (-0.55791, 3.19343, -3.44612)
H (-0.24581, 0.38330, -4.33265)
H (-1.44915, 1.25452, -5.14078)
H (-1.28489, 1.08244, -2.31749)
C (-1.05808, 4.82640, 0.11875)
O (-0.65995, 4.37643, 1.18693)
N (-1.13088, 4.11447, -1.02694)
N (-1.27993, 6.16170, -0.04021)
H (-0.67261, 3.21475, -1.01349)
H (-1.44814, 4.62142, -1.83029)
H (-1.17450, 6.75226, 0.76430)
H (-1.67592, 6.53303, -0.88394)
C (2.59991, 4.48552, 1.35886)
O (2.50418, 3.84796, 2.42357)
N (2.64218, 3.89885, 0.13725)
N (2.48735, 5.82750, 1.25838)
H (2.55050, 2.90918, -0.03548)
H (2.45800, 4.51659, -0.63046)
H (2.59383, 6.26539, 0.36676)
H (2.33031, 6.27736, 2.14474)
C (2.20932, -3.83120, 0.72262)
O (2.47364, -4.77628, 1.46831)
N (2.97469, -3.52961, -0.34708)
N (1.19515, -2.96821, 0.90688)
H (3.73125, -4.10328, -0.66694)
H (2.84358, -2.64993, -0.81853)
H (0.61086, -2.98912, 1.71925)
H (1.04645, -2.33384, 0.13690)

The net charge is 0. Its HOMO energy is -0.31841 hartree. The calculation puts the largest force on an atom at 2.91 eV/A. For the HOMO-LUMO gap, the calculation gives 6.68 eV. The relative energy (zero: lowest compared OMol25 entry of this formula, charge and spin) comes out at 236.4 kJ/mol.

=====

Question: Which value of net charge does entry 3 give?
Answer: 0

=====

Question: Look up the net charge of the second one.
Answer: -1